[1]
{
  "formula": "C7H13N",
  "method": "the ωB97M-V functional and the def2-TZVPD basis",
  "species": ["C", "C", "C", "C", "C", "C", "C", "N", "H", "H", "H", "H", "H", "H", "H", "H", "H", "H", "H", "H", "H"],
  "coordinates": [[-0.40140, -1.09711, -1.75734], [-1.27289, -0.02759, -1.04605], [-1.04144, 0.07780, 0.43670], [1.65377, -0.20064, 0.27134], [0.35898, 0.53415, 0.84044], [0.55334, 1.96807, 0.73544], [0.38885, 1.36014, 2.15847], [-0.10525, -2.18226, -0.88753], [0.54469, -0.63320, -2.11072], [-0.94213, -1.32235, -2.68964], [-2.29476, -0.31272, -1.27872], [-1.04539, 0.92095, -1.51491], [-1.25859, -0.84065, 0.99324], [-1.66222, 0.92864, 0.70709], [1.85079, 0.49393, -0.53882], [1.43426, -1.23014, -0.04899], [-0.27184, 2.64543, 0.54419], [1.32083, 1.40021, 2.72622], [-0.28532, 0.77958, 2.81132], [0.02820, -3.07602, -1.36417], [2.44751, -0.18622, 1.01246]],
  "forces_ev_per_a": [[-0.441, -0.176, 0.063], [1.069, -0.975, -0.474], [0.198, 0.696, -0.185], [-1.043, 1.023, 0.749], [2.591, 0.336, -0.825], [-3.684, -1.045, 2.795], [2.049, -1.979, -0.386], [-0.187, 0.396, 0.224], [-0.066, 0.066, 0.153], [0.300, -0.512, -0.038], [-0.270, 0.189, 0.224], [-0.201, 0.435, -0.116], [-0.244, -0.060, -0.111], [-0.521, -0.361, 0.763], [0.956, -0.642, -0.541], [-0.208, -0.001, -0.082], [0.537, 0.813, -1.194], [0.292, -0.440, -0.434], [-1.214, 1.912, -0.159], [-0.030, 0.257, -0.375], [0.119, 0.070, -0.052]],
  "nbo_charge": [-0.290, -0.395, -0.411, -0.615, -0.075, -0.057, -0.550, -0.572, 0.227, 0.193, 0.216, 0.203, 0.249, 0.212, 0.209, 0.257, 0.194, 0.213, 0.243, 0.332, 0.218],
  "e_homo_ev": -7.0,
  "gap_ev": 3.733,
  "de_lowest_kcal_mol": 218.0
}


[2]
{
  "formula": "C7H13N",
  "method": "the ωB97M-V functional and the def2-TZVPD basis",
  "species": ["C", "C", "C", "C", "C", "C", "C", "N", "H", "H", "H", "H", "H", "H", "H", "H", "H", "H", "H", "H", "H"],
  "coordinates": [[-0.07651, 0.74199, -0.10543], [1.75018, 1.43041, 1.24263], [-2.55837, -0.21942, -2.12857], [3.00455, 0.78042, 0.74483], [-1.89690, -0.87518, -0.94822], [0.04697, -0.26452, 0.74391], [0.06464, -1.30851, 1.49857], [-2.15674, -1.99903, -0.46308], [-2.91550, -2.52154, -0.94051], [-0.75832, 1.55574, 0.09681], [0.47493, 0.75559, -1.03509], [1.56348, 2.44721, 0.90939], [1.49241, 1.28061, 2.28649], [-3.00501, 0.73239, -1.82868], [-3.34410, -0.85350, -2.57136], [-1.81666, 0.00708, -2.89924], [0.74795, -1.42922, 2.32818], [-0.66558, -2.08136, 1.24082], [3.90928, 1.26040, 1.14659], [3.08331, 0.83458, -0.34525], [3.05599, -0.27415, 1.02722]],
  "forces_ev_per_a": [[-0.200, -0.619, 0.267], [1.025, 0.712, 0.548], [0.067, 0.181, -0.052], [0.014, -0.024, -0.017], [-0.969, -1.057, -0.331], [-0.350, 0.445, -0.684], [-0.093, -0.244, 0.065], [0.087, 0.441, -0.203], [0.220, 0.217, 0.090], [0.022, 0.018, 0.047], [0.066, 0.003, 0.023], [-0.041, -0.033, -0.046], [-0.073, -0.072, -0.037], [0.036, -0.061, -0.008], [0.168, 0.052, 0.152], [-0.038, -0.016, 0.059], [0.010, 0.019, 0.010], [0.166, 0.055, 0.136], [-0.087, -0.040, -0.033], [-0.014, -0.010, 0.035], [-0.016, 0.031, -0.020]],
  "nbo_charge": [-0.427, -0.389, -0.736, -0.670, 0.321, 0.196, -0.506, -0.730, 0.330, 0.234, 0.232, 0.175, 0.176, 0.229, 0.203, 0.229, 0.232, 0.282, 0.213, 0.201, 0.206],
  "e_homo_ev": [-7.0, -6.3],
  "gap_ev": [7.965, 6.746],
  "de_lowest_kcal_mol": 165.6
}


[3]
{
  "formula": "C7H13N",
  "method": "the ωB97M-V functional and the def2-TZVPD basis",
  "species": ["C", "C", "C", "C", "C", "C", "C", "N", "H", "H", "H", "H", "H", "H", "H", "H", "H", "H", "H", "H", "H"],
  "coordinates": [[-0.58726, -0.65825, 0.46532], [-1.53659, 0.50645, 0.13482], [-0.37902, -0.93347, 1.95234], [1.54955, 0.81531, 0.30448], [0.70396, -0.29078, -0.26534], [-1.03446, 0.92787, -1.22089], [1.27447, -1.13953, -1.23408], [-1.60041, 1.75264, -1.97601], [-0.97496, -1.56458, -0.00987], [-1.11353, 1.91187, -2.86121], [-2.59064, 0.21397, 0.13327], [-1.40057, 1.33175, 0.84000], [0.24509, -0.02577, -1.61419], [-1.31671, -1.25481, 2.40797], [0.36072, -1.72158, 2.10569], [-0.04470, -0.03690, 2.47623], [2.27134, 1.17828, -0.42462], [2.10689, 0.42001, 1.15789], [0.94630, 1.66388, 0.62613], [0.81810, -2.09166, -1.46121], [2.30241, -1.00471, -1.53672]],
  "forces_ev_per_a": [[0.004, 0.156, -0.184], [0.212, -0.020, -0.086], [0.123, 0.040, -0.148], [-0.297, 0.275, -0.384], [1.838, -2.566, -0.529], [1.158, -0.882, -1.513], [0.402, -0.125, 2.191], [-0.745, 0.717, -0.092], [0.057, 0.046, -0.019], [0.064, -0.202, 0.247], [0.118, 0.065, 0.001], [-0.084, -0.020, 0.074], [-2.435, 2.278, 0.740], [0.015, 0.024, -0.049], [-0.018, 0.010, 0.036], [0.004, 0.010, 0.014], [0.008, -0.073, -0.038], [-0.158, -0.038, -0.033], [0.006, -0.028, 0.096], [-0.273, 0.094, -0.174], [0.002, 0.237, -0.152]],
  "nbo_charge": [-0.267, -0.508, -0.602, -0.673, 0.157, 0.047, -0.601, -0.668, 0.212, 0.335, 0.235, 0.215, 0.334, 0.224, 0.214, 0.206, 0.233, 0.245, 0.229, 0.217, 0.215],
  "e_homo_ev": -6.6,
  "gap_ev": 7.364,
  "de_lowest_kcal_mol": 104.3
}


[4]
{
  "formula": "C7H13N",
  "method": "the ωB97M-V functional and the def2-TZVPD basis",
  "species": ["C", "C", "N", "C", "C", "C", "C", "C", "H", "H", "H", "H", "H", "H", "H", "H", "H", "H", "H", "H", "H"],
  "coordinates": [[2.09535, -1.68441, 0.80488], [2.03253, -0.95259, -0.57789], [-0.07386, 2.19311, -0.95823], [0.30382, 0.88855, -0.47904], [1.62083, 0.47719, -0.56795], [-3.33952, -0.01850, 0.02178], [-2.06679, 0.56596, 0.57855], [-0.71319, 0.08229, 0.06624], [1.30693, -2.40902, 0.97853], [1.95760, -0.97176, 1.64243], [3.10860, -2.08361, 0.96628], [3.05714, -1.00408, -0.93688], [1.35805, -1.52401, -1.20600], [-1.07194, 2.24608, -0.80390], [0.42240, 2.96829, -0.53838], [2.21977, 1.37077, -0.71144], [-3.69780, -0.97546, 0.34268], [-2.26188, -0.16221, 1.38774], [-3.57596, 0.46210, -0.93606], [-1.87398, 1.48293, 1.14270], [-0.80813, -0.95162, -0.21603]],
  "forces_ev_per_a": [[0.378, 1.206, 0.884], [0.690, -0.182, 1.354], [-0.122, -0.978, 0.864], [1.142, 0.638, -1.033], [-2.413, 0.796, 0.008], [1.239, 2.800, -2.799], [0.882, -1.930, 3.692], [-2.803, -0.415, -1.468], [0.113, -0.385, -0.358], [0.079, -0.086, -0.491], [-0.572, -0.352, -0.097], [-0.137, -0.048, -0.561], [0.048, 0.006, -0.412], [0.069, 0.742, -0.058], [-0.086, 0.017, 0.019], [0.932, -0.624, -0.248], [-0.319, -0.062, 0.063], [1.589, 0.319, 0.928], [-0.328, -1.214, -0.136], [-1.117, 0.417, -0.428], [0.737, -0.665, 0.278]],
  "nbo_charge": [-0.607, -0.457, -0.813, 0.062, -0.145, -0.475, -0.580, -0.071, 0.212, 0.210, 0.211, 0.223, 0.221, 0.374, 0.373, 0.206, 0.191, 0.269, 0.175, 0.218, 0.202],
  "e_homo_ev": -6.4,
  "gap_ev": 5.102,
  "de_lowest_kcal_mol": 150.9
}


[5]
{
  "formula": "C7H13N",
  "method": "the ωB97M-V functional and the def2-TZVPD basis",
  "species": ["C", "C", "C", "C", "C", "C", "C", "N", "H", "H", "H", "H", "H", "H", "H", "H", "H", "H", "H", "H", "H"],
  "coordinates": [[-1.69180, 1.16273, 1.52764], [-0.93744, 0.06611, 0.77540], [-0.85609, 0.21631, -0.82892], [0.59221, -0.24329, -1.02947], [0.61487, -1.70225, -0.97890], [1.97419, 0.32600, -1.02961], [1.08213, 0.60405, 0.12849], [0.48801, 0.06696, 1.33253], [-2.63381, 1.50033, 1.07889], [-1.88212, 0.74334, 2.52800], [-1.06512, 2.07887, 1.54174], [-1.38173, -0.94997, 0.99070], [-0.98538, 1.25068, -1.00628], [-1.67190, -0.37891, -1.20804], [1.60261, -2.01455, -0.58072], [0.49883, -2.17992, -1.92005], [-0.15907, -2.11395, -0.31053], [2.77263, -0.37518, -1.06996], [2.18985, 1.18542, -1.50794], [0.66837, 1.59518, -0.02826], [0.78075, -0.83795, 1.59529]],
  "forces_ev_per_a": [[0.085, 0.069, -0.263], [-0.541, -1.274, 0.642], [0.273, -0.116, 1.310], [-1.651, 1.035, -0.953], [1.020, -1.512, 2.333], [-0.464, -0.788, 1.029], [1.128, -1.165, 0.599], [-0.875, 1.561, -0.695], [-0.021, -0.508, -0.056], [0.065, 0.757, -0.170], [-0.171, -0.600, 0.390], [0.199, 1.080, 0.014], [-0.437, 1.035, -0.694], [-0.105, -0.198, -0.748], [-0.541, -0.335, -0.115], [-0.153, -0.181, -1.069], [0.255, -0.007, -0.185], [0.302, -0.622, 0.091], [0.891, 2.784, -1.713], [0.280, 0.092, 0.292], [0.460, -1.108, -0.041]],
  "nbo_charge": [-0.623, -0.050, -0.392, -0.136, -0.601, -0.346, -0.051, -0.624, 0.205, 0.219, 0.210, 0.186, 0.204, 0.209, 0.197, 0.222, 0.197, 0.223, 0.211, 0.178, 0.363],
  "e_homo_ev": -7.7,
  "gap_ev": 8.807,
  "de_lowest_kcal_mol": 94.5,
  "smiles": "C[C@H]1C[C@]2(C)C[C@@H]2N1"
}


[6]
{
  "formula": "C7H13N",
  "method": "the ωB97M-V functional and the def2-TZVPD basis",
  "species": ["C", "C", "C", "C", "C", "C", "C", "N", "H", "H", "H", "H", "H", "H", "H", "H", "H", "H", "H", "H", "H"],
  "coordinates": [[-0.18071, -3.17683, 0.73955], [-0.33958, -1.84584, 0.99675], [-0.95544, -0.91974, 0.03847], [-0.85142, 0.44335, -0.05984], [-1.65365, 1.41144, -0.84498], [0.28817, 1.16678, 0.57790], [1.55283, 1.51818, -0.23652], [2.24441, 0.25030, -0.74530], [-0.44034, -3.51444, -0.30476], [0.22458, -3.81477, 1.41054], [-0.11441, -1.40694, 1.95068], [-1.74106, -1.46022, -0.56034], [-2.48931, 1.88057, -0.06629], [-1.15628, 2.25363, -1.39488], [-2.20937, 0.98113, -1.69483], [-0.11865, 2.14177, 0.92190], [0.44118, 0.59812, 1.47151], [2.23376, 2.14781, 0.36748], [1.25150, 2.22203, -1.02402], [2.36588, -0.60152, -0.05524], [1.64792, -0.27480, -1.48779]],
  "forces_ev_per_a": [[-1.547, 3.792, -2.959], [0.243, -1.242, -0.747], [-1.791, 0.801, -1.051], [1.612, -1.038, -0.797], [-3.291, 0.954, -0.181], [-0.660, 1.276, 1.195], [-0.180, -2.183, 0.382], [-0.997, -1.966, -0.557], [0.286, 0.097, 1.367], [1.106, -1.989, 1.958], [0.407, -0.168, 0.477], [0.682, 0.892, 0.345], [2.089, -0.925, -2.102], [0.222, -0.623, 1.235], [-0.233, -0.322, 0.605], [0.144, -0.317, 0.035], [1.184, -0.142, 0.743], [-0.116, -0.811, -0.025], [0.227, -0.759, -0.454], [-0.459, 2.907, -0.983], [1.072, 1.765, 1.516]],
  "nbo_charge": [-0.380, -0.213, -0.257, 0.048, -0.654, -0.459, -0.205, -0.872, 0.191, 0.194, 0.200, 0.205, 0.224, 0.224, 0.221, 0.200, 0.204, 0.202, 0.195, 0.369, 0.361],
  "e_homo_ev": -8.4,
  "gap_ev": 9.291,
  "de_lowest_kcal_mol": 60.7,
  "smiles": "C=C/C=C(/C)CCN"
}


[7]
{
  "formula": "C7H13N2O",
  "method": "the ωB97M-V functional and the def2-TZVPD basis",
  "species": ["C", "C", "C", "C", "C", "C", "C", "N", "N", "O", "H", "H", "H", "H", "H", "H", "H", "H", "H", "H", "H", "H", "H"],
  "coordinates": [[-0.49176, 1.81627, -0.00858], [-3.02619, -0.37586, 0.60852], [-2.45223, -0.31942, -0.80079], [-0.57127, 0.40717, 0.76506], [1.28656, 0.40791, -0.04107], [2.33740, 0.53022, 0.93750], [1.47051, -0.75852, -1.05428], [0.75422, 1.70712, -0.48886], [-1.62125, -0.50970, 0.38078], [-1.29570, 2.68368, -0.22434], [-3.35113, 0.64270, 0.90525], [-3.53971, -1.20558, 1.05053], [-2.52086, -1.16144, -1.57664], [-2.52188, 0.75541, -1.12410], [-0.62580, 0.57422, 1.86945], [3.16245, 1.11700, 0.44173], [2.74620, -0.47822, 1.28602], [1.98547, 1.13730, 1.87579], [2.47492, -0.63892, -1.56609], [0.53654, -0.79232, -1.81099], [1.50129, -1.74479, -0.48338], [1.12346, 2.53278, -0.85785], [-1.25912, -1.46771, 0.47131]],
  "forces_ev_per_a": [[-0.670, -1.696, -0.038], [-1.448, 1.451, -0.744], [-1.692, -0.071, -1.039], [2.726, 2.685, -0.164], [-3.811, -0.663, -0.371], [1.618, 0.371, 2.924], [-1.525, 0.068, -0.501], [-0.828, -1.671, 0.675], [2.357, -0.985, -0.502], [-0.324, -0.193, 0.521], [0.403, -0.934, 0.229], [-0.057, -0.354, -0.028], [0.172, 1.408, 1.508], [0.620, -1.433, -0.100], [0.426, -0.368, -0.840], [-0.525, -0.568, 0.622], [-0.512, 1.443, -0.507], [0.791, -1.058, -1.755], [-1.330, -0.137, 0.262], [2.450, 0.105, 1.474], [-0.017, 1.307, -0.697], [1.616, 1.026, -0.895], [-0.440, 0.266, -0.037]],
  "nbo_charge": [0.666, -0.220, -0.246, -0.196, 0.321, -0.698, -0.673, -0.654, -0.380, -0.572, 0.263, 0.253, 0.267, 0.281, 0.240, 0.256, 0.247, 0.246, 0.259, 0.225, 0.236, 0.428, 0.450],
  "e_homo_ev": -13.6,
  "gap_ev": 10.507,
  "de_lowest_kcal_mol": 103.2,
  "charge": 1
}


[8]
{
  "formula": "C7H13N2O2S",
  "method": "the ωB97M-V functional and the def2-TZVPD basis",
  "species": ["C", "C", "C", "C", "C", "C", "C", "N", "N", "O", "O", "S", "H", "H", "H", "H", "H", "H", "H", "H", "H", "H", "H", "H", "H"],
  "coordinates": [[-0.59425, 0.46535, 0.68478], [-0.14302, -0.39003, -0.26004], [1.17532, -1.12807, -0.29598], [-2.61447, 1.29291, -0.52702], [-4.09942, 1.09333, -0.52315], [4.05787, -0.17759, 1.26213], [3.19918, -1.34791, 0.79622], [-1.88953, 0.86331, 0.47823], [-1.06239, -0.69388, -1.36750], [1.37876, -1.93580, -1.17576], [1.90133, -0.83577, 0.73691], [-1.89946, 2.06212, -1.94453], [-0.13111, 0.89069, 1.57094], [-4.43500, 0.50662, 0.46738], [-4.42809, 0.42296, -1.40076], [-4.43699, 2.02193, -0.56128], [4.99229, -0.61041, 1.67949], [4.47868, 0.45764, 0.41432], [3.48810, 0.48869, 1.86157], [3.19349, -2.30605, 1.44003], [3.40673, -1.68894, -0.17668], [-2.51261, 0.79462, 1.29424], [-1.75240, -1.38357, -1.01925], [-0.47019, -1.04249, -2.15874], [-0.80283, 2.18030, -1.27555]],
  "forces_ev_per_a": [[2.009, -0.448, -1.129], [-1.179, -0.031, -0.980], [-1.385, -0.490, -0.863], [0.959, -0.055, -1.865], [1.279, -5.758, 1.620], [2.282, -0.822, -1.802], [0.999, -1.066, 1.423], [-3.953, 1.186, 1.272], [1.985, -0.636, 0.954], [0.338, 0.653, 0.541], [-1.313, 0.743, 0.519], [-2.008, -0.546, 0.847], [0.271, -0.605, -0.217], [0.652, 1.518, -2.174], [0.594, 1.290, 1.172], [-2.540, 3.928, -0.344], [-0.730, 0.618, 0.480], [-0.929, -0.906, 0.649], [-0.124, 0.270, 1.084], [0.121, 1.762, -0.530], [0.835, -0.411, -1.218], [0.508, -0.449, -0.133], [0.685, 0.241, -0.754], [-1.034, -0.223, 1.100], [1.677, 0.235, 0.347]],
  "nbo_charge": [-0.084, 0.115, 0.745, 0.316, -0.679, -0.639, -0.086, -0.533, -0.878, -0.560, -0.475, 0.251, 0.259, 0.238, 0.290, 0.249, 0.236, 0.221, 0.222, 0.201, 0.210, 0.424, 0.397, 0.427, 0.132],
  "e_homo_ev": -13.3,
  "gap_ev": 8.713,
  "de_lowest_kcal_mol": 45.0,
  "charge": 1
}